No. 1
Below is a cluster of 8 separate species, C27H33F5O24 in total at a distorted geometry, with properties calculated with the ωB97M-V functional and the def2-TZVPD basis.

Positions of all 89 atoms, in Å:
O: 0.5735 -0.8827 -1.9865
C: -0.5662 -0.6776 -1.6258
O: -1.3848 0.2779 -2.1005
C: -2.5377 0.3217 -1.3483
C: -2.5690 -1.0654 -0.8110
F: -3.3095 -1.9130 -1.6225
O: -1.2078 -1.4273 -0.7469
H: -2.3994 0.9493 -0.4679
H: -3.3869 0.5227 -2.0014
H: -3.0825 -1.0913 0.1501
O: -6.6292 5.5840 -0.7419
C: -5.5337 5.1270 -1.1505
O: -5.1781 3.8629 -1.3836
C: -3.7938 3.7119 -1.4297
C: -3.4102 5.1504 -1.9397
F: -3.4999 5.1460 -3.2698
O: -4.4266 5.9488 -1.3385
H: -3.4830 3.4662 -0.4143
H: -3.4513 2.9136 -2.0880
H: -2.3959 5.4517 -1.6780
O: 2.5046 1.0634 2.4535
C: 1.3087 1.3106 2.5938
O: 0.8270 2.2341 3.3837
C: -0.5064 2.4451 3.0367
C: -0.9025 1.0497 2.6559
F: -1.9656 1.1992 1.8222
O: 0.2845 0.6697 1.9553
H: -1.0726 2.8326 3.8837
H: -0.7088 3.1103 2.1973
H: -1.1209 0.3616 3.4726
O: 3.8123 -2.5171 -2.3716
C: 2.8913 -2.5182 -3.1831
O: 1.8896 -3.3733 -3.2838
C: 0.9315 -3.0071 -4.2114
C: 1.6844 -1.9645 -4.9646
F: 0.8396 -0.9696 -5.2285
O: 2.7865 -1.6336 -4.1597
H: 0.5907 -3.8120 -4.8625
H: 0.0418 -2.5817 -3.7472
H: 1.9459 -2.4480 -5.9059
O: 1.4314 -5.0678 -0.2277
C: 1.2080 -4.1187 0.5418
O: 2.0893 -3.3768 1.1382
C: 1.3987 -2.3016 1.7842
C: 0.0955 -2.9846 2.0587
F: -0.9479 -2.1803 2.1234
O: -0.0193 -3.8140 0.9258
H: 1.8583 -1.9878 2.7214
H: 1.1962 -1.4769 1.1009
H: 0.1493 -3.5361 2.9973
C: -2.5475 -2.6247 5.6770
C: -3.6650 -3.2393 4.7480
C: -5.0978 -2.7604 5.0043
O: -5.5464 -2.2036 3.7987
C: -4.4942 -2.1371 2.9500
O: -4.5127 -1.5710 1.8156
O: -3.4277 -2.6713 3.5188
H: -2.4403 -1.5532 5.5083
H: -1.5348 -2.9180 5.4003
H: -2.6318 -2.7717 6.7538
H: -3.5776 -4.3240 4.6850
H: -5.0113 -1.8754 5.6348
H: -5.7987 -3.5061 5.3796
C: 3.6271 0.0708 -0.6403
C: 4.5991 -0.3339 0.4905
C: 5.5165 -1.5209 0.2603
O: 6.8045 -1.0891 0.5442
C: 6.8487 0.2498 0.6418
O: 7.8155 0.9022 0.8556
O: 5.5754 0.7144 0.5669
H: 3.0462 0.9034 -0.2432
H: 2.9083 -0.6866 -0.9531
H: 4.2419 0.3323 -1.5015
H: 4.1598 -0.3894 1.4865
H: 5.4846 -1.9157 -0.7552
H: 5.2176 -2.3686 0.8768
C: 2.0124 2.5384 -4.3062
C: 1.7361 2.3102 -2.8085
C: 2.4050 3.3046 -1.8807
O: 1.4303 3.7309 -1.0194
C: 0.2475 3.2517 -1.4384
O: -0.7988 3.3703 -0.9123
O: 0.3898 2.5929 -2.6077
H: 2.9930 2.2199 -4.6598
H: 1.9828 3.6185 -4.4498
H: 1.2986 2.1159 -5.0133
H: 1.8214 1.2887 -2.4377
H: 2.8937 4.1304 -2.3979
H: 3.1796 2.8309 -1.2777

Its frontier orbital gap is 10.20 eV. Its charge is 0. As for the structure (SMILES): O=C1OC[C@@H](F)O1.O=C1OC[C@@H](F)O1.O=C1OC[C@@H](F)O1.O=C1OC[C@@H](F)O1.O=C1OC[C@@H](F)O1.C[C@H]1COC(=O)O1.C[C@H]1COC(=O)O1.C[C@H]1COC(=O)O1. The calculation puts the total energy at -3353.78324 Ha. As for the multiplicity: 1. The HOMO energy comes out at -10.45 eV.


No. 2
Below is a structure of composition C27H33FN7S4SiTi, with properties calculated with the ωB97M-V functional and the def2-TZVPD basis.

Positions of all 74 atoms, in Å:
Ti: -0.5122 0.0106 -0.1414
C: 3.0395 -2.2602 0.2773
C: 2.0826 -1.1089 0.2245
N: 0.8272 -1.1179 0.8627
N: 0.6088 -2.2123 1.6958
C: 0.6902 -2.1546 3.0299
N: -0.1616 -3.0129 3.6575
S: 1.8241 -1.2589 3.8929
C: 2.3656 0.0817 -0.3664
C: 3.5720 0.3469 -1.1112
C: 3.8753 1.6171 -1.4560
C: 2.9850 2.6759 -1.0884
C: 1.7906 2.3424 -0.5197
N: 1.3946 1.0879 -0.2087
H: 2.6416 -3.0700 0.8860
H: 3.9925 -1.9587 0.7210
H: 3.2520 -2.6677 -0.7176
H: -0.0658 -2.8737 1.3243
H: -1.0697 -3.1164 3.2197
H: -0.1552 -2.9421 4.6604
H: 4.2172 -0.4806 -1.3764
H: 4.7775 1.8355 -2.0159
H: 3.2066 3.7089 -1.3173
H: 1.0677 3.1191 -0.3131
C: -1.5915 -2.4431 -3.7156
Si: -0.0637 -2.1169 -2.6682
C: -0.0198 -3.4716 -1.3777
C: 1.5365 -2.4209 -3.6504
N: -0.1100 -0.4765 -2.0576
C: -0.1070 0.5460 -2.9947
C: 0.1413 0.3776 -4.3750
C: 0.1439 1.4291 -5.2762
C: -0.1169 2.7270 -4.8658
C: -0.4004 2.9412 -3.5260
C: -0.3969 1.8775 -2.6584
F: -0.7230 2.1618 -1.3554
H: -1.4928 -3.3836 -4.2654
H: -1.7955 -1.6458 -4.4314
H: -2.4604 -2.5194 -3.0560
H: 0.0241 -4.4099 -1.9426
H: -0.8993 -3.4928 -0.7376
H: 0.8773 -3.4153 -0.7603
H: 2.1369 -3.1740 -3.1337
H: 2.1429 -1.5174 -3.7356
H: 1.3395 -2.7910 -4.6610
H: 0.3435 -0.6115 -4.7557
H: 0.3535 1.2215 -6.3186
H: -0.1141 3.5506 -5.5669
H: -0.6347 3.9232 -3.1357
S: -2.8349 0.6035 -0.9093
C: -3.9871 -0.6526 -0.5650
C: -5.2884 -0.6072 -1.0726
C: -6.1925 -1.6209 -0.8007
C: -5.8106 -2.7021 -0.0124
C: -4.5250 -2.7529 0.5030
C: -3.6124 -1.7333 0.2388
S: -1.9967 -1.7522 0.9013
H: -5.5765 0.2339 -1.6916
H: -7.1966 -1.5688 -1.2050
H: -6.5111 -3.5010 0.1993
H: -4.2131 -3.5893 1.1178
C: -0.5602 4.4921 1.4306
N: 0.3711 3.5874 2.0735
C: 1.6640 3.9013 2.4558
C: 2.2306 2.7623 2.9043
N: 1.2788 1.7778 2.8065
C: 0.1467 2.2674 2.2764
S: -1.2807 1.3968 1.9445
H: -0.9192 5.2390 2.1391
H: -1.4004 3.9016 1.0700
H: -0.0693 4.9858 0.5925
H: 2.0536 4.9002 2.3798
H: 3.2197 2.5684 3.2764
H: 1.4261 0.7684 2.9334

Its frontier orbital gap (alpha / beta) is 5.42 / 5.41 eV. Its charge is -1. The calculation puts the total energy at -4263.77064 Ha. As for the multiplicity: 1. The HOMO energy (alpha / beta) comes out at -2.89 / -2.88 eV.


No. 3
Below is a structure of composition C27H33HoO2 at a distorted geometry, with properties calculated with the ωB97M-V functional and the def2-TZVPD basis.

Positions of all 63 atoms, in Å:
O: 3.7421 -1.3139 0.4849
C: 4.4753 -2.2538 -0.3728
C: 4.5807 -3.2108 0.8185
H: 5.5064 -1.9249 -0.6479
H: 3.8466 -2.5200 -1.2237
C: 4.1645 -1.9966 1.6767
H: 5.6118 -3.5607 1.1093
H: 3.7470 -3.9019 0.7995
C: 5.3356 -1.2132 2.2242
H: 5.9962 -0.9724 1.3696
H: 5.9198 -1.7900 2.9435
H: 4.9437 -0.3088 2.7052
C: 3.0209 -2.2207 2.6409
H: 2.2057 -2.7777 2.1455
H: 2.6640 -1.2563 3.0287
H: 3.4415 -2.7147 3.5195
Ho: 1.3620 1.2104 -1.2925
C: -0.4118 -0.9511 -1.1172
C: -0.3247 -0.6471 -2.5001
C: 0.9013 -1.1694 -3.0009
H: -1.0569 -0.0669 -3.0459
C: 1.5085 -1.9135 -1.9377
C: 0.7460 -1.6912 -0.7551
H: 0.9598 -2.0537 0.2468
H: -1.2496 -0.7101 -0.4667
H: 1.2504 -1.1019 -4.0300
H: 2.2735 -2.6758 -2.0643
C: -0.0504 1.5631 0.6032
C: 0.7184 0.6739 1.4125
C: 1.9721 1.2896 1.6661
H: 0.3817 -0.2679 1.8544
C: 2.0120 2.5244 0.9598
C: 0.7202 2.7472 0.3688
H: 0.4493 3.5543 -0.3096
H: -1.0369 1.3594 0.1956
H: 2.7034 0.9286 2.3885
H: 2.8440 3.2333 0.9619
O: 3.3690 1.8798 -1.3529
C: 4.8230 1.5512 -1.0842
C: 5.6143 2.1052 -2.2622
H: 4.9578 0.4583 -1.0470
H: 5.0894 2.0214 -0.1168
C: 4.6000 2.6658 -3.2649
H: 6.1746 1.2946 -2.7254
H: 6.3027 2.8970 -1.9750
C: 3.2146 2.4043 -2.6966
H: 4.6600 2.1655 -4.2338
H: 4.7147 3.7391 -3.3976
H: 2.7381 1.6127 -3.3415
H: 2.4959 3.2405 -2.6446
C: -0.0900 2.3446 -2.4710
C: -1.3262 2.2593 -2.3073
C: -2.7264 2.3352 -2.2835
C: -3.3276 3.0107 -1.2113
C: -4.7112 3.0206 -1.1308
C: -5.4931 2.4104 -2.1206
C: -4.8677 1.7537 -3.1876
C: -3.4842 1.7352 -3.3023
H: -2.6990 3.5184 -0.4773
H: -5.1841 3.5086 -0.2906
H: -6.5854 2.4280 -2.0475
H: -5.4660 1.2543 -3.9370
H: -2.9835 1.2835 -4.1614

Its frontier orbital gap (alpha / beta) is 7.18 / 7.22 eV. Its charge is 0. Its expectation value of S² is 6.0048. The calculation puts the total energy at -2146.97880 Ha. As for the multiplicity: 5. The HOMO energy (alpha / beta) comes out at -7.00 / -7.04 eV.


No. 4
Below is a structure of composition C27H33InO2 at a distorted geometry, with properties calculated with the ωB97M-V functional and the def2-TZVPD basis.

Positions of all 63 atoms, in Å:
O: 0.7161 0.1568 -5.2550
C: 0.3934 1.4010 -5.9371
C: 0.1867 0.7762 -7.3044
H: 1.2232 2.1102 -5.8642
H: -0.5177 1.8415 -5.5160
C: 0.3996 -0.5483 -6.5206
H: 0.9976 1.0080 -8.0000
H: -0.8128 0.9367 -7.7159
C: 1.5893 -1.3887 -6.9560
H: 2.5060 -0.7928 -6.9273
H: 1.4691 -1.7532 -7.9796
H: 1.6778 -2.2529 -6.2862
C: -0.8686 -1.3940 -6.4089
H: -1.7219 -0.8101 -6.0393
H: -0.6959 -2.2504 -5.7443
H: -1.1755 -1.7924 -7.3882
In: 2.3674 0.8219 1.2637
C: -2.4885 -0.8004 3.1156
C: -1.9956 0.5359 3.1822
C: -2.0634 1.0841 1.8808
H: -1.6094 1.0436 4.0634
C: -2.6783 0.1095 1.0274
C: -2.8666 -1.0739 1.7741
H: -3.2537 -2.0110 1.3660
H: -2.5835 -1.4968 3.9600
H: -1.6801 2.0633 1.5877
H: -3.0316 0.2217 0.0079
C: 1.3234 -2.2686 3.4212
C: 0.2303 -2.6015 2.5673
C: 0.6631 -2.4912 1.2214
H: -0.7638 -2.9005 2.9012
C: 2.0521 -2.1430 1.2250
C: 2.4533 -2.0100 2.5963
H: 3.4530 -1.7693 2.9432
H: 1.2955 -2.2213 4.5013
H: 0.0472 -2.6245 0.3357
H: 2.6844 -2.0126 0.3510
O: -1.1792 0.9080 -0.7616
C: -0.8951 -0.3070 -1.5241
C: -1.1503 0.1590 -2.9348
H: -1.4321 -1.1938 -1.1692
H: 0.2036 -0.4816 -1.4635
C: -0.3004 1.4701 -2.8644
H: -2.1873 0.4662 -3.1483
H: -0.8001 -0.5205 -3.7171
C: -0.3854 1.9222 -1.4023
H: -0.6688 2.2511 -3.5240
H: 0.7062 1.1465 -3.1690
H: -0.8732 2.9074 -1.3088
H: 0.6398 1.9678 -0.9650
C: 1.3981 1.0648 3.1136
C: 1.1065 1.1596 4.3241
C: 0.8772 1.2642 5.7301
C: 0.0649 0.3435 6.4445
C: 0.0130 0.3953 7.8510
C: 0.7221 1.3813 8.5518
C: 1.5554 2.2660 7.8514
C: 1.6081 2.2217 6.4610
H: -0.4622 -0.4299 5.8827
H: -0.5721 -0.3681 8.3893
H: 0.6505 1.4422 9.6372
H: 2.1885 2.9807 8.3870
H: 2.2505 2.8808 5.8787

Its frontier orbital gap (alpha / beta) is 5.45 / 6.45 eV. Its charge is 0. The calculation puts the total energy at -1388.90353 Ha. As for the multiplicity: 1. The HOMO energy (alpha / beta) comes out at -7.45 / -7.38 eV.


What did the third record say?
Below is a structure of composition C27H33HoO2 at a distorted geometry, with properties calculated with the ωB97M-V functional and the def2-TZVPD basis.

Positions of all 63 atoms, in Å:
O: 3.7421 -1.3139 0.4849
C: 4.4753 -2.2538 -0.3728
C: 4.5807 -3.2108 0.8185
H: 5.5064 -1.9249 -0.6479
H: 3.8466 -2.5200 -1.2237
C: 4.1645 -1.9966 1.6767
H: 5.6118 -3.5607 1.1093
H: 3.7470 -3.9019 0.7995
C: 5.3356 -1.2132 2.2242
H: 5.9962 -0.9724 1.3696
H: 5.9198 -1.7900 2.9435
H: 4.9437 -0.3088 2.7052
C: 3.0209 -2.2207 2.6409
H: 2.2057 -2.7777 2.1455
H: 2.6640 -1.2563 3.0287
H: 3.4415 -2.7147 3.5195
Ho: 1.3620 1.2104 -1.2925
C: -0.4118 -0.9511 -1.1172
C: -0.3247 -0.6471 -2.5001
C: 0.9013 -1.1694 -3.0009
H: -1.0569 -0.0669 -3.0459
C: 1.5085 -1.9135 -1.9377
C: 0.7460 -1.6912 -0.7551
H: 0.9598 -2.0537 0.2468
H: -1.2496 -0.7101 -0.4667
H: 1.2504 -1.1019 -4.0300
H: 2.2735 -2.6758 -2.0643
C: -0.0504 1.5631 0.6032
C: 0.7184 0.6739 1.4125
C: 1.9721 1.2896 1.6661
H: 0.3817 -0.2679 1.8544
C: 2.0120 2.5244 0.9598
C: 0.7202 2.7472 0.3688
H: 0.4493 3.5543 -0.3096
H: -1.0369 1.3594 0.1956
H: 2.7034 0.9286 2.3885
H: 2.8440 3.2333 0.9619
O: 3.3690 1.8798 -1.3529
C: 4.8230 1.5512 -1.0842
C: 5.6143 2.1052 -2.2622
H: 4.9578 0.4583 -1.0470
H: 5.0894 2.0214 -0.1168
C: 4.6000 2.6658 -3.2649
H: 6.1746 1.2946 -2.7254
H: 6.3027 2.8970 -1.9750
C: 3.2146 2.4043 -2.6966
H: 4.6600 2.1655 -4.2338
H: 4.7147 3.7391 -3.3976
H: 2.7381 1.6127 -3.3415
H: 2.4959 3.2405 -2.6446
C: -0.0900 2.3446 -2.4710
C: -1.3262 2.2593 -2.3073
C: -2.7264 2.3352 -2.2835
C: -3.3276 3.0107 -1.2113
C: -4.7112 3.0206 -1.1308
C: -5.4931 2.4104 -2.1206
C: -4.8677 1.7537 -3.1876
C: -3.4842 1.7352 -3.3023
H: -2.6990 3.5184 -0.4773
H: -5.1841 3.5086 -0.2906
H: -6.5854 2.4280 -2.0475
H: -5.4660 1.2543 -3.9370
H: -2.9835 1.2835 -4.1614

Its frontier orbital gap (alpha / beta) is 7.18 / 7.22 eV. Its charge is 0. Its expectation value of S² is 6.0048. The calculation puts the total energy at -2146.97880 Ha. As for the multiplicity: 5. The HOMO energy (alpha / beta) comes out at -7.00 / -7.04 eV.


- Which value of multiplicity does entry 2 give?
  1